# C23H22Br4InN5O4S2

A structure of composition C23H22Br4InN5O4S2 (ωB97M-V/def2-TZVPD, OMol25).

The geometry in XYZ format:
```
61
Properties=species:S:1:pos:R:3:forces:R:3:nbo_charge:R:1
In 0.198 -0.123 0.551 0.1 0.3 0.2 1.624
N -4.356 -0.324 1.121 0.0 0.0 0.0 -0.827
C -2.997 0.039 0.759 0.0 -0.1 0.2 0.244
S -1.933 -1.443 0.806 -0.1 0.0 -0.2 -0.420
N -2.615 1.095 1.688 0.0 0.1 0.0 -0.353
N -1.367 1.312 1.701 0.1 -0.2 0.1 -0.201
C -0.846 2.296 2.421 0.0 0.1 0.0 -0.202
C 0.556 2.526 2.362 0.0 -0.1 -0.1 0.223
C 1.163 3.596 3.060 0.0 0.0 0.0 -0.272
C 2.518 3.794 2.963 0.0 0.0 0.0 -0.167
C 3.294 2.937 2.177 0.0 0.0 0.0 -0.345
C 2.639 1.908 1.528 -0.1 0.0 0.0 0.094
N 1.329 1.707 1.614 0.0 0.0 0.1 -0.525
H -4.748 -0.888 0.377 0.0 0.0 0.0 0.353
H -4.885 0.542 1.193 0.0 0.0 0.0 0.357
H -1.494 2.969 2.973 0.0 0.0 0.0 0.173
H 0.542 4.252 3.658 0.0 0.0 0.0 0.199
H 2.982 4.618 3.493 0.0 0.0 0.0 0.192
H 4.361 3.067 2.068 0.0 0.0 0.0 0.203
H 3.175 1.205 0.899 0.0 0.0 0.0 0.210
Br 1.934 4.548 -4.682 0.0 0.0 0.0 0.021
C 1.892 3.044 -3.520 0.0 0.0 -0.1 -0.153
C 2.864 2.069 -3.608 -0.1 -0.1 0.1 -0.184
Br 4.265 2.187 -4.880 0.0 0.0 0.0 0.023
C 2.800 0.969 -2.731 0.0 0.0 -0.1 -0.192
Br 4.118 -0.399 -2.746 0.0 0.0 0.0 0.015
C 1.789 0.821 -1.791 -0.1 -0.1 0.1 0.264
O 1.737 -0.172 -0.961 0.1 0.0 0.0 -0.810
C 0.753 1.831 -1.706 0.1 0.2 -0.1 0.358
O -0.177 1.687 -0.824 0.0 -0.4 -0.2 -0.807
C 0.860 2.924 -2.572 -0.1 0.0 0.0 -0.231
Br -0.477 4.256 -2.381 0.0 0.0 0.0 0.035
O -3.274 3.072 -0.515 0.0 0.0 0.0 -0.914
S -2.991 1.866 -1.278 -0.1 0.0 0.1 1.502
N -2.977 0.511 -0.647 0.0 0.1 -0.1 -0.846
C 3.016 -3.109 3.505 0.0 0.0 0.0 -0.259
C 1.702 -2.815 3.849 0.0 0.0 0.0 -0.260
C 0.931 -1.999 3.026 0.0 0.0 0.0 -0.172
C 1.438 -1.446 1.846 0.0 0.1 -0.1 -0.479
C 2.765 -1.755 1.526 0.0 0.0 0.0 -0.249
C 3.545 -2.576 2.336 0.0 0.0 0.0 -0.229
H 3.620 -3.749 4.139 0.0 0.0 0.0 0.185
H 1.275 -3.226 4.758 0.0 0.0 0.0 0.187
H -0.102 -1.803 3.300 0.0 0.0 0.0 0.207
H 3.195 -1.354 0.612 0.0 0.0 0.0 0.223
H 4.569 -2.801 2.052 0.0 0.0 0.0 0.188
C 0.629 -4.234 -0.186 0.0 0.0 0.0 -0.646
C 1.115 -3.408 -1.368 0.0 0.0 0.1 -0.057
O 0.173 -2.466 -1.827 0.0 0.0 -0.1 -0.525
C -1.027 -3.017 -2.321 0.0 0.0 0.0 -0.059
C -1.734 -1.940 -3.113 0.0 0.0 0.0 -0.628
H 1.462 -4.802 0.237 0.0 0.0 0.0 0.203
H -0.155 -4.937 -0.477 0.0 0.0 0.0 0.188
H 0.241 -3.579 0.595 0.0 0.0 0.0 0.239
H 1.403 -4.073 -2.199 0.0 0.0 0.0 0.138
H 1.987 -2.816 -1.088 0.0 0.0 0.0 0.214
H -1.670 -3.339 -1.494 0.0 0.0 0.0 0.181
H -0.800 -3.897 -2.947 0.0 0.0 0.0 0.135
H -1.952 -1.097 -2.456 0.0 0.0 0.0 0.251
H -2.679 -2.317 -3.514 0.0 0.0 0.0 0.185
H -1.108 -1.595 -3.938 0.0 0.0 0.0 0.201
```
Positions in Å, forces in eV/Å.

Output
Calculated total energy   -12747.02363 a.u.
Maximum force   0.434 eV/Å
Gap between HOMO and LUMO   5.69 eV
Total charge   -2